Entry 1:
A 2-piece molecular cluster, C4H5B overall at a distorted geometry, computed with the ωB97M-V functional and the def2-TZVPD basis.

Results
Electronic energy = -180.0467 a.u.
Highest occupied orbital energy (spin up / spin down) = -7.1 / -10.9 eV
Energy relative to the best compared isomer or geometry (same formula, charge and spin) = 15.65 kcal/mol
⟨S²⟩ = 2.01

```
! wB97M-V def2-TZVPD RIJCOSX def2/J DEFGRID3
* xyz 0 3
B 0.0864 1.0457 0.8564
C -1.0264 -0.0360 0.8719
C 0.7787 0.7641 -0.5023
C -0.7598 -0.9114 -0.1343
C 0.3357 -0.3583 -1.0348
H 0.5280 1.4875 1.8311
H -1.7926 -0.4797 1.5346
H 2.0977 1.3131 -1.0573
H -1.0044 -1.9122 -0.4190
H 0.7566 -0.9129 -1.9463
*
```

Entry 2:
A 2-piece molecular cluster, C4H5Br overall at a distorted geometry, computed with the ωB97M-V functional and the def2-TZVPD basis.

Results
Electronic energy = -2729.1691 a.u.
Highest occupied orbital energy (spin up / spin down) = -9.5 / -8.8 eV
Energy relative to the best compared isomer or geometry (same formula, charge and spin) = 126.57 kcal/mol

```
! wB97M-V def2-TZVPD RIJCOSX def2/J DEFGRID3
* xyz 0 1
C 0.8566 2.9991 -0.3351
C 0.2584 1.9685 -0.2436
C -0.2867 -1.2005 0.2636
C -1.1693 -0.2815 -0.5090
Br -2.7800 0.2825 0.1158
H 1.3279 3.8545 0.0994
H 0.2843 -0.7413 1.1496
H 0.4505 -1.4592 -0.4342
H -0.9046 -2.0742 0.6439
H -0.7509 0.4408 -1.3037
*
```

Entry 3:
A 2-piece molecular cluster, C4H5Br2N overall at a distorted geometry, computed with the ωB97M-V functional and the def2-TZVPD basis.

Results
Electronic energy = -5358.0381 a.u.
Highest occupied orbital energy (spin up / spin down) = -9.8 / -9.8 eV
Energy relative to the best compared isomer or geometry (same formula, charge and spin) = 80.08 kcal/mol

```
! wB97M-V def2-TZVPD RIJCOSX def2/J DEFGRID3
* xyz 0 1
C 0.6276 -1.0082 -1.9929
C -1.0900 1.1518 0.0837
C 0.8651 -0.4156 0.9324
C -0.4344 -0.2054 0.3003
N 1.0466 -1.4009 -2.9880
Br 2.3256 0.7414 0.0561
Br -1.5569 -1.6559 0.7490
H -0.8495 1.8573 0.9163
H -0.7204 1.4336 -0.9788
H -2.1841 0.9817 0.0618
H 0.8386 0.0312 1.9329
H 1.1317 -1.5110 0.9272
*
```

Entry 4:
One molecule with the formula C4H5Br3O at a distorted geometry, computed with the ωB97M-V functional and the def2-TZVPD basis.

Results
Electronic energy = -7952.6655 a.u.
Structure (SMILES) = C[C@](Br)(CBr)C(=O)Br
Highest occupied orbital energy = -10.2 eV
Energy relative to the best compared isomer or geometry (same formula, charge and spin) = 0.00 kcal/mol

```
! wB97M-V def2-TZVPD RIJCOSX def2/J DEFGRID3
* xyz 0 1
C -1.0121 -1.0597 -0.9415
C -0.4673 -0.2860 0.3046
Br -1.8510 0.3775 1.6282
C 0.3379 0.9181 -0.3734
Br -1.0328 2.1721 -1.0119
C 0.2596 -1.4088 1.1203
O 0.1060 -2.5447 0.8893
Br 1.4348 -0.8316 2.5432
H -1.7831 -1.8075 -0.5580
H -1.5503 -0.3739 -1.7567
H -0.3522 -1.6248 -1.5751
H 0.9478 1.5306 0.3140
H 0.7035 0.4136 -1.1946
*
```

Entry 5:
C4H5Br6CaO2Rb as an isolated structure at a distorted geometry, computed with the ωB97M-V functional and the def2-TZVPD basis.

Results
Electronic energy = -16450.9630 a.u.
Highest occupied orbital energy = -13.1 eV
Energy relative to the best compared isomer or geometry (same formula, charge and spin) = 142.16 kcal/mol

```
! wB97M-V def2-TZVPD RIJCOSX def2/J DEFGRID3
* xyz 2 1
Rb -1.8715 -7.4960 -1.8536
Ca 3.0808 -3.9144 0.6805
C -1.3524 -0.6961 -2.3995
C -0.3552 -1.5663 -1.6242
O 0.3124 -1.0173 -0.6978
O -0.1665 -2.7415 -1.9830
H -2.2872 -0.9063 -1.8798
H -1.0813 0.3559 -2.3109
H -1.4209 -0.8507 -3.4763
C -2.7311 -0.3412 3.8836
Br -1.0364 -0.6705 4.8606
Br -4.0852 0.5251 5.0977
Br -3.3173 -1.9456 3.0164
H -2.3822 0.3716 3.1364
C 3.6979 4.0804 -0.7990
Br 5.0396 5.3255 -0.0241
Br 4.4222 3.2165 -2.4680
Br 1.9485 5.0081 -1.0724
H 3.5858 3.2629 -0.0867
*
```

Entry 6:
C4H5Br6CaO2Rb as an isolated structure at a distorted geometry, computed with the ωB97M-V functional and the def2-TZVPD basis.

Results
Electronic energy = -16451.1895 a.u.
Highest occupied orbital energy = -14.7 eV
Energy relative to the best compared isomer or geometry (same formula, charge and spin) = 0.00 kcal/mol

```
! wB97M-V def2-TZVPD RIJCOSX def2/J DEFGRID3
* xyz 2 1
Rb -19.7550 -21.0690 1.9756
Ca -19.2767 -19.2665 5.6988
C -22.6716 -21.7350 5.8455
C -21.4584 -20.8718 5.7226
O -21.2185 -20.0050 6.6085
O -20.6096 -21.0165 4.7313
H -22.5047 -22.4099 6.6902
H -22.8385 -22.3131 4.9426
H -23.5382 -21.1181 6.0717
C -19.6159 -24.5201 4.5356
Br -20.6857 -25.4807 5.7401
Br -20.3658 -24.5779 2.7579
Br -17.7979 -25.0967 4.5406
H -19.6088 -23.4896 4.8452
C -25.2242 -22.1633 1.8639
Br -26.4172 -23.6038 1.5620
Br -23.3665 -22.7932 1.8446
Br -25.5977 -21.2454 3.4807
H -25.3104 -21.4658 1.0481
*
```

Entry 7:
C4H5BrCl2 as an isolated structure at a distorted geometry, computed with the ωB97M-V functional and the def2-TZVPD basis.

Results
Electronic energy = -3649.6585 a.u.
Highest occupied orbital energy = -9.3 eV
Energy relative to the best compared isomer or geometry (same formula, charge and spin) = 71.23 kcal/mol

```
! wB97M-V def2-TZVPD RIJCOSX def2/J DEFGRID3
* xyz 0 1
C 0.8999 0.7655 0.6548
C 0.5022 -0.4588 0.2537
C -2.4399 1.6441 0.0676
C 1.0340 -1.0697 -1.0387
Cl -2.2409 1.4287 1.7548
Cl -2.8465 0.2578 -0.6569
Br -0.3538 -1.5919 1.4422
H 0.5535 1.3997 1.4569
H 1.5765 1.3277 -0.0398
H 0.1331 -0.9034 -1.6872
H 1.2190 -2.0960 -0.9376
H 1.9627 -0.7039 -1.2699
*
```

Entry 8:
One molecule with the formula C4H5BrN2O4 at a distorted geometry, computed with the ωB97M-V functional and the def2-TZVPD basis.

Results
Electronic energy = -3139.7609 a.u.
Structure (SMILES) = O=C1C[C@@](O)([C@@H](Br)[N+](=O)[O-])N1
Highest occupied orbital energy = -10.4 eV
Energy relative to the best compared isomer or geometry (same formula, charge and spin) = 0.00 kcal/mol

```
! wB97M-V def2-TZVPD RIJCOSX def2/J DEFGRID3
* xyz 0 1
O -2.7830 1.5764 -1.0010
C -1.7980 1.0798 -0.5221
C -1.3930 -0.3525 -0.2375
C -0.1064 0.2259 0.3815
O 0.2889 0.0150 1.6932
C 1.3164 -0.1074 -0.5850
Br 2.5355 1.3290 -0.3689
N 1.7946 -1.5409 -0.1159
O 1.1905 -2.3742 -0.7000
O 2.6065 -1.6136 0.7312
N -0.6581 1.5757 0.0597
H -1.8790 -0.8324 0.7386
H -1.4111 -1.0105 -0.9911
H -0.4809 -0.2639 2.2336
H 1.0564 -0.2616 -1.6981
H -0.2792 2.5553 0.3817
*
```